# C45H117N11O17

A cluster of 10 separate species, C45H117N11O17 in total in a non-equilibrium geometry (wB97M-V/def2-TZVPD, the OMol25 dataset).

The geometry in XYZ format:
```
190
Properties=species:S:1:pos:R:3:lowdin_charge:R:1
O -9.82421 40.23343 6.24560 -0.198
O -20.06466 30.36639 19.73716 -0.183
O -26.90499 29.64194 10.85312 -0.180
O -16.57624 31.79628 17.29208 -0.177
O -17.16422 24.78743 7.93201 -0.181
O -11.94935 26.57937 7.90949 -0.216
O -11.42985 29.93974 1.37618 -0.214
O -19.84628 33.27139 11.67587 -0.137
O -20.29918 29.45967 -0.16588 -0.200
O -14.64119 19.83003 8.33442 -0.175
O -12.22695 40.12969 10.38273 -0.203
O -25.74614 38.50203 13.05011 0.010
O -26.92688 23.30100 12.85193 -0.204
O -17.29226 30.08021 -5.91610 -0.195
O -11.99933 32.71872 5.94498 -0.195
O -20.36672 37.54817 7.25267 0.067
O -17.64551 23.66871 11.84989 -0.187
N -18.15306 29.87722 -3.17756 -0.070
N -10.61465 41.80864 8.62778 -0.054
N -16.88381 21.22004 10.95015 -0.040
N -21.35020 38.19909 9.02371 0.175
N -19.57419 32.19577 17.42622 -0.068
N -27.17534 38.46135 14.77764 0.163
N -21.88528 39.13553 7.18775 0.162
N -26.34875 26.77770 11.92649 -0.064
N -15.13194 26.59938 9.09445 -0.076
N -25.29764 37.33023 14.84897 0.157
N -12.90864 32.19936 3.30037 -0.080
C -15.63962 20.67421 10.37329 -0.206
C -13.82835 32.68634 4.30856 -0.197
C -21.10870 38.28049 7.80608 -0.881
C -17.21872 32.97304 16.97455 -0.244
C -16.54828 21.62134 12.34282 -0.207
C -10.43304 41.71861 10.10132 -0.201
C -26.10668 24.35767 12.25253 -0.189
C -15.37479 31.55174 16.59634 -0.103
C -9.58491 41.63870 6.33446 -0.210
C -19.87232 30.65415 0.47016 -0.152
C -26.15819 29.33576 11.99513 -0.256
C -17.70679 22.50749 12.69177 -0.242
C -18.52990 24.57280 7.97409 -0.131
C -12.38745 31.06729 1.15859 -0.183
C -19.89676 29.93460 21.06358 -0.123
C -15.31653 26.31643 7.65006 -0.181
C -13.48692 39.74789 10.91602 -0.111
C -9.40457 41.98317 7.79537 -0.222
C -19.37935 30.16229 -2.45011 -0.214
C -17.32551 28.80669 -5.25535 -0.218
C -14.55797 19.87373 6.93543 -0.127
C -26.34577 21.97298 12.95444 -0.100
C -26.74280 25.66014 12.74023 -0.233
C -12.65089 27.18109 9.06947 -0.176
C -26.71022 30.96149 10.36496 -0.104
C -13.40759 31.27657 2.29917 -0.204
C -10.92224 27.47653 7.42060 -0.104
C -18.57880 33.17193 17.75458 -0.210
C -18.67039 24.61398 12.14355 -0.113
C -10.58040 29.60098 0.25739 -0.100
C -16.97365 29.98346 -7.29343 -0.110
C -20.52946 31.71452 19.70867 -0.238
C -19.43377 29.07235 -1.31556 -0.151
C -26.06302 38.14434 14.17893 -0.797
C -11.41379 33.14972 7.13512 -0.125
C -13.00726 33.52428 5.37378 -0.202
C -13.80407 26.25398 9.64523 -0.190
C -26.60304 28.03565 12.57903 -0.236
C -20.77355 32.13690 18.22563 -0.189
C -16.80364 26.05825 7.45847 -0.243
C -8.66891 39.35626 6.44378 -0.076
C -18.31246 28.67201 -4.06260 -0.176
C -15.80230 20.45975 8.84372 -0.233
C -19.06750 32.62346 10.68630 -0.160
C -11.82327 41.49939 10.66624 -0.219
H -13.71562 19.30306 6.54445 0.085
H -27.06925 21.20615 13.23133 0.076
H -25.54374 21.91237 13.69009 0.080
H -13.15310 28.09431 8.75022 0.113
H -25.56064 37.23922 15.81987 0.108
H -27.82335 25.55289 12.64530 0.117
H -21.33026 31.24471 17.93896 0.117
H -14.65992 25.48777 7.38492 0.120
H -10.42386 28.52312 0.21487 0.083
H -17.34262 26.83725 7.99769 0.121
H -14.60421 33.32538 3.88695 0.113
H -24.48492 37.04247 14.32287 0.127
H -25.70080 31.12636 9.98814 0.086
H -19.10100 30.50451 21.54322 0.086
H -11.91123 41.70817 11.73243 0.115
H -19.59215 28.88803 21.06762 0.089
H -17.19052 21.99767 10.38329 0.090
H -12.90147 31.04668 0.19762 0.104
H -17.63066 22.80485 13.73766 0.117
H -9.73212 40.97560 10.48178 0.120
H -18.55274 25.22647 13.03748 0.079
H -19.33860 28.69222 -4.42966 0.110
H -26.92459 31.67411 11.16142 0.082
H -18.19742 33.26401 10.54226 0.074
H -10.19015 42.74246 10.38566 0.116
H -18.05105 27.71966 -3.60130 0.114
H -19.00354 25.36193 8.55808 0.082
H -10.83531 34.07314 7.10748 0.084
H -18.71493 25.35632 11.34666 0.078
H -19.05515 31.34871 17.60840 0.100
H -16.65073 33.88301 17.16803 0.114
H -19.86936 28.16353 -1.73078 0.109
H -20.79823 30.03738 21.66764 0.084
H -13.40409 39.45683 11.96317 0.081
H -26.04420 21.57559 11.98530 0.077
H -18.30902 33.12681 18.80970 0.105
H -9.70272 30.22488 0.42631 0.082
H -11.88580 32.02927 1.05353 0.110
H -17.82891 29.57693 -7.83320 0.086
H -10.77998 32.32948 7.47215 0.088
H -13.83661 26.50076 10.70642 0.106
H -27.41732 31.23306 9.58114 0.085
H -16.07581 29.40267 -7.50474 0.087
H -12.11948 33.34353 7.94293 0.082
H -15.76312 26.01404 9.62274 0.088
H -13.67360 33.85810 6.16918 0.112
H -11.34989 28.25519 6.78901 0.079
H -22.12818 38.69773 9.43140 0.121
H -16.47820 20.80375 13.06027 0.121
H -15.34837 19.73563 10.84480 0.120
H -18.80606 30.86707 0.39360 0.086
H -9.15489 43.03778 7.91182 0.116
H -19.36322 31.17414 -2.04513 0.105
H -16.70192 19.87569 8.64968 0.120
H -16.35923 28.41986 -4.93168 0.118
H -15.10380 27.20100 7.04975 0.116
H -26.23641 30.06965 12.79724 0.119
H -18.84827 31.62602 11.06729 0.078
H -26.23985 28.02139 13.60665 0.119
H -10.85919 40.84298 8.46101 0.088
H -15.12913 30.58455 17.03484 0.088
H -14.30130 31.66707 1.81247 0.118
H -8.72441 38.31498 6.12636 0.082
H -25.04654 24.37377 12.50541 0.118
H -10.30456 26.82286 6.80474 0.083
H -27.67218 28.14730 12.75950 0.120
H -14.34154 31.88238 4.83619 0.108
H -7.84986 39.75646 5.84622 0.080
H -14.20391 40.56275 10.81591 0.083
H -21.28632 33.09657 18.29050 0.119
H -18.90812 34.19723 17.58601 0.116
H -14.54609 32.19464 16.89306 0.089
H -25.09997 29.36216 11.73519 0.125
H -12.65005 34.44135 4.90530 0.118
H -10.38240 42.28243 5.96335 0.123
H -15.60602 22.15377 12.47228 0.116
H -22.48585 39.70023 7.77130 0.102
H -18.70195 23.59497 8.42390 0.088
H -16.03754 21.44958 8.45256 0.114
H -12.11523 31.85395 3.82123 0.107
H -8.34743 39.32262 7.48475 0.073
H -18.65141 21.96632 12.63769 0.124
H -18.47581 28.80347 -0.87045 0.116
H -12.00035 27.33969 9.92955 0.105
H -15.43855 19.46321 6.44131 0.084
H -17.67126 28.03915 -5.94777 0.109
H -13.57101 30.28838 2.72915 0.117
H -14.41364 20.89568 6.58488 0.085
H -16.81579 31.00900 -7.62728 0.088
H -26.58699 25.75342 13.81500 0.124
H -19.70004 32.88556 12.54268 0.068
H -21.00535 37.35183 9.45187 0.136
H -19.65862 24.20385 12.35161 0.084
H -11.02983 29.94851 -0.67284 0.073
H -17.43285 33.07301 15.91048 0.114
H -8.73699 41.90135 5.70189 0.115
H -20.29355 30.19561 -3.04275 0.111
H -14.78417 21.34939 10.39461 0.113
H -19.06015 24.58045 7.02179 0.086
H -19.59047 32.52538 9.73499 0.076
H -13.52535 25.21208 9.48760 0.112
H -15.47138 31.37221 15.52558 0.091
H -27.85049 39.02234 14.27808 0.124
H -20.38815 31.56808 0.17566 0.075
H -17.03911 26.20837 6.40485 0.121
H -17.81725 30.64317 -3.74382 0.093
H -12.49872 42.23187 10.22426 0.117
H -20.11100 30.67658 1.53347 0.079
H -10.34712 27.93797 8.22335 0.078
H -8.61441 41.38661 8.25130 0.100
H -21.51506 31.70172 20.17399 0.113
H -21.92325 39.21479 6.18158 0.119
H -26.16269 24.30694 11.16515 0.114
H -26.57320 26.71798 10.94356 0.123
H -19.96191 32.48953 20.22379 0.111
H -27.37794 38.02216 15.66431 0.108
H -13.86224 38.91302 10.32422 0.086
```

LUMO ... 0.0126 hartree
Strongest force on any atom ... 8.57 eV Å⁻¹
SMILES ... COCCNCCOC.COCCNCCOC.COCCNCCOC.COCCNCCOC.COCCNCCOC.COCCNCCOC.COCCNCCOC.NC(N)=O.NC(N)=O.CO
Relative energy (zero: lowest compared OMol25 entry of this formula, charge and spin) ... 629.6 kJ/mol